144
Properties=species:S:1:pos:R:3:lowdin_charge:R:1 method="wB97M-V/def2-TZVPD" orbital_gap_ha=0.355 total_charge=+1
C 1.599 2.648 -3.632 -0.108
C 0.659 2.247 -4.755 -0.243
C 0.374 0.747 -4.891 -0.199
C 1.593 -0.160 -4.732 -0.178
C 1.758 -0.637 -3.277 -0.182
C 1.000 -1.932 -3.033 -0.107
C 1.416 -2.716 -1.800 -0.176
C 0.858 -4.118 -1.606 -0.262
C 0.964 -5.105 -2.771 -0.087
C 0.211 -4.937 -4.089 -0.193
F -0.879 -5.802 -4.181 -0.142
C -0.457 -3.958 -0.825 -0.669
Cl -0.711 -5.468 0.133 0.771
C -1.739 -3.764 -1.643 -0.176
C -2.994 -3.343 -0.870 -0.179
C -3.522 -1.892 -0.981 -0.426
C -4.970 -1.827 -1.511 -0.066
C -2.667 -0.915 -1.774 -0.092
C -0.003 -2.912 0.210 -0.517
Cl -1.198 -1.894 0.985 0.846
N 1.189 -2.046 -0.461 -0.154
O 0.739 -0.742 -0.553 0.013
C 2.327 -2.195 0.503 -0.041
C 3.469 -1.233 0.335 -0.158
O 4.262 -1.420 -0.837 -0.138
C 4.914 -0.251 -1.179 -0.329
O 6.117 -0.207 -1.407 0.059
H 2.580 2.190 -3.728 0.064
H 1.192 2.346 -2.670 0.063
H 1.735 3.723 -3.610 0.076
H 0.993 2.653 -5.704 0.108
H -0.291 2.736 -4.552 0.107
H -0.030 0.597 -5.889 0.105
H -0.425 0.467 -4.204 0.107
H 2.491 0.363 -5.036 0.115
H 1.418 -1.052 -5.326 0.082
H 1.305 0.140 -2.669 0.079
H 2.803 -0.703 -2.987 0.102
H -0.073 -1.762 -3.083 0.113
H 1.249 -2.595 -3.856 0.115
H 2.473 -2.888 -1.971 0.098
H 1.482 -4.578 -0.836 0.129
H 2.020 -5.173 -3.006 0.080
H 0.685 -6.078 -2.374 0.119
H 0.871 -5.227 -4.902 0.108
H -0.163 -3.944 -4.294 0.066
H -1.940 -4.739 -2.064 0.068
H -1.523 -3.150 -2.508 0.094
H -3.799 -4.004 -1.167 0.106
H -2.828 -3.575 0.175 0.067
H -3.583 -1.498 0.030 0.075
H -5.326 -2.777 -1.888 0.073
H -5.622 -1.470 -0.729 0.040
H -5.027 -1.095 -2.307 0.058
H -3.181 0.033 -1.886 0.080
H -1.696 -0.708 -1.329 0.035
H -2.484 -1.289 -2.779 0.073
H 0.373 -3.466 1.054 0.074
H 1.506 -0.185 -0.760 0.114
H 2.669 -3.223 0.493 0.159
H 1.922 -1.980 1.486 0.144
H 4.100 -1.342 1.213 0.103
H 3.089 -0.208 0.365 0.132
H 4.245 0.616 -1.258 0.153
C 5.485 -4.220 -4.247 -2.020
Cl 4.957 -3.308 -2.820 0.603
Cl 6.053 -3.083 -5.468 0.530
Cl 6.789 -5.302 -3.787 0.570
Cl 4.139 -5.161 -4.910 0.544
C 2.184 -2.438 -8.562 -2.055
Cl 2.413 -3.246 -10.106 0.556
Cl 1.748 -0.749 -8.832 0.536
Cl 0.874 -3.241 -7.676 0.497
Cl 3.683 -2.535 -7.632 0.491
C -1.466 0.442 4.508 -2.016
Cl -0.773 2.070 4.484 0.519
Cl -2.179 0.114 6.071 0.534
Cl -2.691 0.332 3.222 0.478
Cl -0.181 -0.734 4.184 0.503
C -2.864 -8.723 -1.404 -2.047
Cl -2.278 -7.574 -2.612 0.545
Cl -1.617 -8.957 -0.173 0.511
Cl -4.323 -8.078 -0.646 0.529
Cl -3.226 -10.263 -2.178 0.550
C 6.663 -0.223 3.185 -2.036
Cl 6.851 -0.490 1.446 0.571
Cl 8.237 -0.066 3.944 0.548
Cl 5.721 1.250 3.443 0.531
Cl 5.797 -1.602 3.887 0.523
C -1.569 3.342 9.171 -2.036
Cl -1.325 2.868 7.484 0.468
Cl -0.243 2.721 10.153 0.536
Cl -1.611 5.103 9.288 0.489
Cl -3.097 2.668 9.747 0.531
C -7.023 1.801 -0.128 -2.042
Cl -7.045 1.464 -1.863 0.537
Cl -5.576 1.070 0.592 0.518
Cl -6.987 3.543 0.134 0.544
Cl -8.456 1.114 0.628 0.503
C -11.582 2.059 2.944 -2.041
Cl -12.664 1.610 4.267 0.525
Cl -10.043 2.614 3.609 0.522
Cl -11.302 0.658 1.902 0.467
Cl -12.319 3.353 2.001 0.542
C -3.896 -4.326 -6.307 -2.049
Cl -4.078 -5.381 -4.900 0.525
Cl -5.279 -3.245 -6.433 0.543
Cl -2.412 -3.365 -6.131 0.501
Cl -3.776 -5.298 -7.768 0.551
C -0.013 9.167 10.311 -2.049
Cl -0.692 10.070 11.664 0.540
Cl 0.473 10.279 9.032 0.511
Cl 1.391 8.247 10.857 0.531
Cl -1.230 8.049 9.678 0.480
C 2.164 10.639 5.219 -2.049
Cl 2.548 10.546 3.494 0.473
Cl 3.635 10.973 6.132 0.534
Cl 0.995 11.933 5.490 0.530
Cl 1.474 9.106 5.756 0.511
C -6.249 -1.910 5.807 -2.039
Cl -7.907 -1.455 5.419 0.500
Cl -5.144 -1.170 4.642 0.476
Cl -5.840 -1.339 7.428 0.531
Cl -6.084 -3.666 5.741 0.535
C 11.100 1.193 1.441 -2.057
Cl 12.315 1.779 0.304 0.533
Cl 9.755 2.336 1.513 0.484
Cl 10.504 -0.381 0.905 0.513
Cl 11.820 1.034 3.045 0.527
C 3.382 11.232 -1.024 -2.052
Cl 3.521 9.774 -2.014 0.517
Cl 2.022 12.201 -1.590 0.533
Cl 3.112 10.772 0.664 0.469
Cl 4.870 12.169 -1.144 0.534
C 11.135 6.495 2.249 -2.057
Cl 11.242 7.481 0.790 0.530
Cl 12.068 7.248 3.542 0.534
Cl 9.442 6.363 2.746 0.512
Cl 11.767 4.882 1.918 0.489
C -10.966 -3.194 3.499 -2.042
Cl -11.716 -3.770 2.007 0.532
Cl -11.119 -4.426 4.752 0.540
Cl -9.253 -2.864 3.201 0.474
Cl -11.757 -1.705 4.013 0.494

***

13
Properties=species:S:1:pos:R:3:lowdin_charge:R:1 method="wB97M-V/def2-TZVPD" orbital_gap_ha=0.257 total_charge=0 de_lowest_kcal_mol=2.34
O 1.111 0.146 -0.089 -0.589
Si -0.027 1.300 -0.368 0.345
Si 1.910 -1.222 0.253 0.503
Si -1.940 0.625 0.682 0.164
Si -2.798 -1.262 -0.266 0.472
H 0.485 2.596 -0.116 -0.080
H -0.010 1.079 -1.899 -0.036
H 3.200 -0.846 0.356 -0.093
H 1.242 -1.896 1.360 -0.061
H -1.562 0.739 1.993 -0.155
H -2.726 1.803 0.684 -0.142
H -2.050 -2.309 0.510 -0.225
H 1.857 -2.276 -0.625 -0.104

***

62
Properties=species:S:1:pos:R:3:mulliken_spin:R:1 method="wB97M-V/def2-TZVPD" orbital_gap_ha="0.247 / 0.222" spin_multiplicity=5 total_charge=+1 de_lowest_kcal_mol=97.07
Ir -0.079 -0.082 1.184 2.596
Br -5.332 4.521 -1.576 0.001
C -4.233 3.057 -1.072 0.008
C -4.146 1.939 -1.913 0.006
C -3.333 0.895 -1.565 0.013
C -2.574 0.889 -0.366 0.047
O -1.821 -0.133 -0.125 0.068
C -2.690 2.036 0.490 -0.008
C -2.037 2.162 1.750 -0.003
N -1.343 1.244 2.352 0.085
C -1.022 1.384 3.698 0.015
C -1.884 2.015 4.598 -0.015
C -1.590 2.034 5.951 0.031
C -0.454 1.415 6.441 -0.019
C 0.411 0.744 5.580 0.060
C 1.634 0.101 6.014 -0.014
C 2.313 -0.693 5.187 0.043
C 1.795 -0.980 3.807 -0.054
N 0.992 0.120 3.316 0.364
C 0.122 0.739 4.205 -0.020
C -3.520 3.099 0.102 -0.001
H -4.713 1.910 -2.830 0.000
H -3.267 0.027 -2.204 -0.001
H -2.166 3.128 2.242 0.011
H -2.811 2.443 4.248 0.001
H -2.267 2.534 6.627 0.001
H -0.231 1.448 7.496 0.001
H 1.982 0.298 7.015 0.000
H 3.242 -1.169 5.455 0.005
H 1.166 -1.888 3.845 0.017
H -3.600 3.961 0.750 0.000
O 4.076 -1.095 3.042 0.002
C 2.911 -1.248 2.780 -0.006
O 1.508 0.852 2.330 0.383
C 2.463 -1.805 1.475 0.056
C 3.455 -2.311 0.635 0.003
C 3.104 -2.955 -0.534 0.020
C 1.749 -3.123 -0.811 -0.013
C 0.819 -2.579 0.050 0.023
N 1.151 -1.889 1.152 0.061
H 4.482 -2.192 0.948 0.002
H 3.858 -3.341 -1.202 0.001
H 1.425 -3.662 -1.687 0.000
H -0.243 -2.717 -0.120 0.001
N -0.506 -0.709 -2.492 -0.002
C 0.671 -0.089 -2.489 -0.004
S 1.307 0.618 -1.075 0.208
N 1.402 -0.002 -3.607 0.012
C 1.055 -0.441 -4.907 0.002
C 0.472 -1.685 -5.135 0.001
C 0.150 -2.067 -6.426 0.000
C 0.410 -1.226 -7.494 0.001
C 1.009 0.005 -7.269 0.000
C 1.333 0.397 -5.983 0.001
H -1.087 -0.640 -1.652 0.018
H -0.940 -0.936 -3.377 -0.001
H 2.240 0.560 -3.537 -0.002
H 0.307 -2.372 -4.319 0.000
H -0.301 -3.032 -6.595 0.000
H 0.162 -1.533 -8.498 0.000
H 1.220 0.663 -8.097 0.000
H 1.797 1.356 -5.807 0.000

***

25
Properties=species:S:1:pos:R:3:mulliken_spin:R:1 method="wB97M-V/def2-TZVPD" orbital_gap_ha="0.169 / 0.167" spin_multiplicity=6 total_charge=-4
Mn -0.109 -0.170 0.186 4.809
S 1.871 -3.086 -0.333 0.011
O 1.237 -3.954 -1.346 0.003
O 3.242 -2.686 -0.752 0.003
O 1.037 -1.853 -0.128 0.023
O 1.948 -3.817 0.974 0.002
S -1.091 2.974 1.350 0.011
O -2.260 3.085 2.274 0.002
O 0.159 3.237 2.125 0.002
O -1.060 1.542 0.848 0.029
O -1.192 3.906 0.224 0.003
S -0.869 0.794 -2.913 0.011
O -0.412 0.191 -4.201 0.002
O -2.345 0.975 -3.061 0.002
O -0.595 -0.189 -1.802 0.046
O -0.153 2.048 -2.611 0.002
O 0.422 -0.493 2.289 -0.007
H 1.290 -0.534 2.696 0.010
H -0.172 -0.946 2.889 0.010
O 1.613 0.999 -0.293 0.011
H 1.425 1.842 -0.730 -0.001
H 2.512 0.752 -0.521 0.007
O -1.887 -1.357 0.759 0.000
H -2.616 -0.951 1.239 0.005
H -1.997 -2.309 0.841 0.007

***

62
Properties=species:S:1:pos:R:3:lowdin_charge:R:1 method="wB97M-V/def2-TZVPD" orbital_gap_ha=0.190 total_charge=+1
C 5.415 -2.262 0.661 -0.120
O 4.651 -1.270 1.303 -0.197
C 5.141 0.050 1.116 -0.244
C 3.978 0.978 0.832 -0.189
C 3.296 0.697 -0.506 -0.210
C 2.644 1.922 -1.143 -0.215
C 1.735 2.705 -0.197 -0.222
C 0.920 3.770 -0.934 -0.201
C -0.258 3.159 -1.713 -0.214
C -1.633 3.707 -1.329 -0.213
C -2.003 3.381 0.119 -0.193
C -2.366 1.902 0.318 -0.273
C -3.679 1.626 1.041 -0.282
C -3.779 0.179 1.533 -0.255
Ga -3.016 -1.244 0.410 0.308
C -3.653 -3.128 0.728 -0.314
C -2.552 -4.112 1.127 -0.373
C -1.961 -3.816 2.498 -0.621
Cl -2.895 -4.589 3.805 0.582
P -0.668 -1.245 -0.115 0.715
P -0.520 -2.466 -1.883 0.218
O -1.744 -3.064 -2.605 -0.533
O 0.205 -1.527 -2.946 -0.169
O 0.476 -3.631 -1.520 -0.144
H 5.321 -2.195 -0.431 0.084
H 5.034 -3.228 0.993 0.085
H 6.478 -2.201 0.924 0.091
H 5.849 0.072 0.276 0.121
H 5.674 0.365 2.021 0.125
H 3.263 0.879 1.655 0.120
H 4.359 2.006 0.843 0.119
H 2.538 -0.084 -0.382 0.091
H 4.050 0.300 -1.196 0.112
H 3.417 2.596 -1.531 0.121
H 2.048 1.588 -2.001 0.105
H 1.040 2.001 0.284 0.103
H 2.329 3.174 0.592 0.110
H 0.558 4.510 -0.215 0.105
H 1.569 4.315 -1.625 0.113
H -0.114 3.307 -2.787 0.109
H -0.259 2.069 -1.562 0.090
H -2.380 3.264 -2.000 0.108
H -1.668 4.787 -1.495 0.115
H -2.800 4.041 0.470 0.114
H -1.135 3.591 0.751 0.105
H -2.405 1.414 -0.670 0.078
H -1.565 1.404 0.877 0.076
H -3.764 2.305 1.895 0.116
H -4.523 1.848 0.380 0.115
H -4.827 -0.099 1.673 0.064
H -3.278 0.047 2.500 0.076
H -3.675 -0.878 -1.296 -0.072
H -4.166 -3.538 -0.155 0.023
H -4.416 -3.088 1.513 0.065
H -2.970 -5.122 1.154 0.103
H -1.740 -4.130 0.393 0.068
H -1.980 -2.745 2.720 0.052
H -0.932 -4.158 2.589 0.074
H -0.162 -2.226 0.759 -0.114
H 0.066 -1.773 -3.873 0.099
H 0.994 -4.010 -2.246 0.112
Hg -3.565 -2.130 -2.401 1.178

***

12
Properties=species:S:1:pos:R:3:mulliken_spin:R:1 method="wB97M-V/def2-TZVPD" orbital_gap_ha="0.254 / 0.291" spin_multiplicity=2 total_charge=+2 de_lowest_kcal_mol=19.80
O 4.651 2.511 1.658 0.000
C 4.219 2.420 2.780 0.000
C 2.886 1.866 2.653 0.000
C 1.818 1.318 2.222 0.000
C 6.291 1.953 -1.786 -0.002
H 4.694 2.708 3.731 0.000
H 0.953 1.257 2.903 0.000
H 6.839 2.354 -0.896 0.008
H 5.807 0.968 -1.664 -0.002
Hg 4.465 3.067 -4.394 0.968
O 6.006 2.688 -2.709 0.028
H 1.710 1.037 1.148 0.000

***

Copy entry 6 word for word.
12
Properties=species:S:1:pos:R:3:mulliken_spin:R:1 method="wB97M-V/def2-TZVPD" orbital_gap_ha="0.254 / 0.291" spin_multiplicity=2 total_charge=+2 de_lowest_kcal_mol=19.80
O 4.651 2.511 1.658 0.000
C 4.219 2.420 2.780 0.000
C 2.886 1.866 2.653 0.000
C 1.818 1.318 2.222 0.000
C 6.291 1.953 -1.786 -0.002
H 4.694 2.708 3.731 0.000
H 0.953 1.257 2.903 0.000
H 6.839 2.354 -0.896 0.008
H 5.807 0.968 -1.664 -0.002
Hg 4.465 3.067 -4.394 0.968
O 6.006 2.688 -2.709 0.028
H 1.710 1.037 1.148 0.000